(1)
The following is a quantum chemistry calculation of 10 unconnected molecules or ions with the total composition C32H90N6O14, from the OMol25 dataset.

Geometry as XYZ:
```
142
Properties=species:S:1:pos:R:3:mulliken_charge:R:1
C -10.6433 -22.3829 0.1861 -0.54
O -11.5986 -22.0356 1.1940 -0.39
C -11.3531 -20.7129 1.5294 0.00
C -12.2629 -20.2925 2.5994 0.31
C -13.7356 -20.6322 2.2928 -0.91
N -12.1549 -18.9164 2.9207 -0.71
H -10.8488 -23.3555 -0.2537 0.33
H -9.6455 -22.2615 0.6608 0.34
H -10.6175 -21.6408 -0.6882 0.10
H -10.2619 -20.6907 1.7936 0.39
H -11.4535 -20.0752 0.5992 -0.23
H -11.9709 -20.9143 3.4519 0.38
H -14.3297 -20.4426 3.2124 0.27
H -13.9536 -21.5736 1.8436 0.49
H -14.0796 -19.9023 1.5368 -0.26
H -12.4098 -18.3083 2.1426 0.17
H -11.1952 -18.6572 3.1193 0.33
C -14.9513 -14.2646 -4.1008 -0.29
O -15.0833 -14.3353 -5.5296 0.44
C -16.3184 -13.9599 -5.9910 -1.06
C -16.2908 -13.5551 -7.4614 1.11
C -15.4161 -12.3919 -7.7348 -1.47
N -17.7447 -13.3244 -7.7512 -0.69
H -15.0267 -13.2286 -3.8385 0.59
H -13.9750 -14.5755 -3.8522 -0.84
H -15.7159 -14.8778 -3.6285 0.34
H -16.9808 -14.8677 -5.8964 -0.09
H -16.7078 -13.1559 -5.3931 0.62
H -15.9982 -14.4416 -8.0241 -0.08
H -15.2724 -12.2803 -8.8378 0.43
H -14.3674 -12.5606 -7.4525 0.14
H -15.8772 -11.5159 -7.2763 0.39
H -17.9212 -12.8676 -8.6437 0.27
H -18.1807 -14.2160 -7.7255 0.22
C -19.5662 -19.5279 -1.5338 -0.84
O -18.3425 -20.2545 -1.4021 -0.27
C -17.8963 -20.3923 -0.0644 -0.75
C -16.6271 -21.1481 -0.1673 0.56
C -15.4856 -20.3356 -0.7501 -0.73
N -16.8062 -22.4005 -0.9065 -0.70
H -19.7774 -19.4744 -2.5512 0.35
H -19.3380 -18.4733 -1.2967 0.16
H -20.4248 -19.8902 -0.9785 0.32
H -17.8043 -19.4097 0.4242 0.14
H -18.6945 -20.9058 0.4808 0.53
H -16.3399 -21.5091 0.8690 0.19
H -15.3229 -19.4477 -0.0954 -0.31
H -15.7547 -19.8196 -1.6741 0.29
H -14.5806 -20.9244 -0.8212 0.52
H -16.9143 -22.3134 -1.9037 0.22
H -17.4490 -23.0979 -0.4903 0.24
C -9.1802 -23.0183 -3.5369 -0.76
O -10.1237 -22.6436 -4.4709 -0.28
C -10.0124 -21.3076 -4.9553 -0.59
C -11.3430 -21.0130 -5.7265 0.60
C -11.5359 -22.0563 -6.8770 -1.78
N -11.3004 -19.6472 -6.2520 -0.40
H -8.2079 -23.1578 -4.0433 0.30
H -9.5687 -23.9851 -3.1372 0.24
H -8.9903 -22.3289 -2.7520 0.30
H -10.0064 -20.6909 -4.0734 0.26
H -9.0496 -21.1033 -5.4823 0.31
H -12.0814 -21.1879 -5.0090 0.16
H -10.8510 -21.9244 -7.6779 0.40
H -12.5418 -21.9395 -7.3181 0.41
H -11.5213 -23.0252 -6.4387 0.50
H -11.6007 -19.0115 -5.4930 0.19
H -11.9109 -19.6447 -7.0775 0.19
C -12.2725 -11.7381 -4.8823 -0.53
O -11.1093 -12.2390 -4.2998 -0.47
C -11.3992 -13.3349 -3.3912 1.35
C -10.1211 -13.8327 -2.6821 0.09
C -8.9720 -14.0296 -3.6829 -1.45
N -10.5599 -15.0394 -1.9693 -0.24
H -11.9281 -11.0686 -5.6525 0.39
H -12.8584 -11.1303 -4.1475 0.26
H -12.9570 -12.5176 -5.3799 0.01
H -12.2407 -13.0564 -2.6641 0.02
H -11.8230 -14.1541 -3.9582 -1.09
H -9.7221 -13.0682 -1.9573 0.41
H -8.0546 -14.3508 -3.2171 0.45
H -8.8281 -13.1096 -4.2483 0.37
H -9.2060 -14.8484 -4.3429 0.16
H -9.8492 -15.4320 -1.3721 0.26
H -10.7789 -15.6646 -2.7144 -0.17
C -17.3203 -17.5564 -3.7051 -0.59
O -16.3838 -18.0052 -4.6598 -0.07
C -16.8755 -18.6259 -5.8356 -1.32
C -15.8133 -18.6694 -6.9266 1.29
C -15.2561 -17.2575 -7.3047 -1.09
N -16.4235 -19.4106 -8.0372 -0.73
H -17.7225 -18.4092 -3.1341 0.10
H -18.2219 -17.1648 -4.1102 0.65
H -16.8150 -16.7826 -3.1205 -0.28
H -17.2889 -19.6412 -5.6052 0.27
H -17.7017 -18.0498 -6.2258 0.55
H -14.9245 -19.2955 -6.7302 -0.37
H -15.9938 -16.7159 -7.8421 0.40
H -14.4650 -17.3734 -7.9867 0.45
H -14.9904 -16.7110 -6.4139 -0.05
H -17.3360 -19.1584 -8.3183 0.24
H -15.8239 -19.3675 -8.7933 0.22
O -18.1592 -16.3149 -0.4718 -0.56
C -16.7394 -16.2912 -0.2886 0.20
C -16.1389 -16.3253 1.1023 -0.29
O -16.7562 -15.1504 1.8091 -0.60
H -18.6336 -15.5403 -0.1019 0.31
H -16.2768 -17.1015 -0.8292 -0.40
H -16.3860 -15.3958 -0.6931 0.42
H -15.0396 -16.2007 1.0833 0.20
H -16.4039 -17.2358 1.6005 0.49
H -16.5026 -15.2534 2.7391 0.32
O -14.6619 -12.9724 -0.3841 -0.60
C -13.8947 -12.9985 0.8739 -0.72
C -12.5567 -13.6177 0.5527 0.10
O -12.7268 -14.9279 -0.0189 -0.18
H -15.1373 -13.7817 -0.4850 0.22
H -13.7779 -12.0083 1.2069 0.46
H -14.4777 -13.3245 1.8002 0.14
H -11.9666 -13.7425 1.5000 0.28
H -12.0949 -12.9336 -0.1330 0.11
H -12.0391 -14.9458 -0.7356 0.10
O -12.5393 -17.7548 -0.4207 -0.29
C -12.6640 -18.4263 -1.6933 -0.30
C -13.5092 -17.5432 -2.6162 2.13
O -13.6530 -18.0490 -3.9671 0.44
H -12.8434 -16.8212 -0.5017 0.04
H -11.6914 -18.5990 -2.1227 0.25
H -13.1957 -19.3465 -1.6028 0.14
H -13.0948 -16.5113 -2.7569 -0.65
H -14.4903 -17.3328 -2.1811 -1.04
H -14.6080 -18.2133 -4.0763 -0.09
O -10.3864 -17.0934 -7.6157 -0.61
C -11.6295 -16.3898 -7.5107 -0.45
C -11.7846 -15.6443 -6.1925 0.08
O -11.8242 -16.4963 -5.0570 -0.13
H -10.3792 -17.6785 -6.8371 0.36
H -11.6647 -15.6168 -8.2920 0.50
H -12.4810 -17.1142 -7.6563 -0.02
H -12.6275 -14.9185 -6.2919 -0.08
H -10.8615 -15.0464 -6.0356 0.22
H -12.6395 -17.0164 -5.1710 -0.08
```

2S+1: 1
Charge: 0
E_HOMO, eV: -8.8
ΔE to the lowest compared entry with this formula, charge and spin, kcal/mol: 26.6


(2)
The following is a quantum chemistry calculation of 9 unconnected molecules or ions with the total composition C32H90N8O9, from the OMol25 dataset.

Geometry as XYZ:
```
139
Properties=species:S:1:pos:R:3:mulliken_charge:R:1
C 3.2287 3.2509 -4.8233 -0.75
O 2.9516 3.8040 -3.5963 -0.34
C 1.5385 3.8500 -3.4169 -0.75
C 1.1440 4.3818 -2.0382 0.22
C 1.8856 3.6508 -0.8596 -0.93
N -0.3307 4.2506 -1.9191 -0.49
H 2.9675 3.9036 -5.6220 0.34
H 2.6717 2.3654 -4.8959 0.29
H 4.3023 2.9713 -4.8405 0.24
H 0.9903 4.3610 -4.2612 0.32
H 1.1858 2.8621 -3.4420 0.34
H 1.3910 5.4115 -1.9215 0.41
H 1.7388 2.5885 -0.8907 -0.24
H 1.5505 4.0789 0.0867 0.40
H 2.9402 3.9261 -0.9235 0.54
H -0.5531 4.2307 -0.9338 0.19
H -0.8993 4.9585 -2.3588 0.21
C 1.5058 -1.9181 -4.1150 -1.01
O 2.3266 -1.3187 -3.1338 -0.19
C 3.5307 -1.9870 -2.7415 -1.13
C 3.9756 -1.4171 -1.4310 1.88
C 4.2750 0.0567 -1.4347 -1.10
N 5.1301 -2.1960 -0.9680 -0.73
H 1.1766 -2.9788 -3.7979 0.38
H 2.0374 -2.0697 -5.0421 0.45
H 0.6421 -1.3999 -4.3709 0.15
H 3.2976 -3.0743 -2.6394 0.31
H 4.3797 -1.8733 -3.4259 0.40
H 3.1987 -1.6169 -0.6852 -0.66
H 4.4038 0.4430 -0.4130 0.06
H 3.4820 0.6242 -1.9347 0.25
H 5.1951 0.3130 -1.9691 0.31
H 5.5270 -1.6665 -0.2594 0.27
H 5.8432 -2.2825 -1.7255 0.29
C -5.6864 3.1757 1.2669 -0.80
O -5.1574 3.8224 0.1517 -0.42
C -4.9008 2.8621 -0.9362 -0.24
C -4.5365 3.4873 -2.2736 1.07
C -5.6658 4.3385 -2.8660 -1.44
N -4.1227 2.4144 -3.1265 -0.19
H -6.7004 2.8096 1.1217 0.33
H -5.7338 3.7658 2.1208 0.35
H -5.1803 2.2414 1.4750 0.26
H -4.0182 2.2405 -0.6763 -0.13
H -5.7403 2.1665 -0.9933 0.30
H -3.6743 4.1824 -1.9773 -0.21
H -6.0884 3.8541 -3.7200 0.38
H -5.3528 5.3024 -3.1185 0.35
H -6.3836 4.4326 -2.0788 0.33
H -4.4428 2.4110 -4.0171 0.22
H -3.1239 2.3096 -3.1997 -0.07
C -2.1517 -1.4994 -5.0658 -0.94
O -2.2628 -1.7578 -3.6463 -0.43
C -3.1445 -0.7397 -3.0236 0.12
C -4.0610 -1.4788 -1.9660 0.08
C -4.9352 -2.5419 -2.6893 -1.46
N -4.8312 -0.5922 -1.0324 -0.36
H -3.1127 -1.7037 -5.5647 0.39
H -1.4343 -2.1622 -5.5829 0.28
H -1.8036 -0.5014 -5.2911 0.38
H -2.6685 0.1655 -2.5246 -0.55
H -3.7048 -0.2627 -3.8218 1.11
H -3.2635 -1.9188 -1.4031 0.00
H -5.2847 -2.1205 -3.6666 0.28
H -5.8226 -2.7590 -2.0855 0.41
H -4.4309 -3.4614 -3.0024 0.34
H -5.3439 0.0645 -1.5575 0.24
H -5.4275 -1.1980 -0.4989 0.26
C 4.3036 -4.3940 2.7915 -0.52
O 3.2049 -5.2839 3.0196 -0.45
C 2.2050 -5.2116 2.0237 0.10
C 1.0783 -6.1684 2.3623 0.04
C 0.2721 -6.5252 1.0261 -1.64
N -0.0178 -5.8296 3.3443 -0.71
H 5.1255 -4.7141 3.4172 0.27
H 4.0828 -3.3483 3.0561 0.03
H 4.5449 -4.4681 1.7392 0.34
H 1.7752 -4.1965 1.8970 -0.17
H 2.5807 -5.5404 1.0407 0.53
H 1.5755 -7.0537 2.7337 0.47
H -0.0434 -5.6678 0.5178 0.32
H -0.5409 -7.1464 1.3883 0.43
H 0.8849 -7.1099 0.3366 0.45
H -0.5041 -4.9759 3.1286 0.18
H 0.5429 -5.6832 4.2241 0.31
C -2.4289 -2.7804 2.7779 -0.75
O -1.4754 -2.9261 3.8143 -0.24
C -1.1999 -1.6260 4.4154 -0.09
C -0.0502 -1.6765 5.3637 0.35
C 1.3040 -1.9688 4.7902 -0.51
N -0.2379 -2.6829 6.4041 -0.73
H -2.1986 -1.9868 2.1202 0.22
H -3.3744 -2.5646 3.2283 0.43
H -2.5364 -3.7474 2.2819 0.25
H -1.1341 -0.9702 3.6052 -0.09
H -2.1393 -1.3398 5.0444 0.20
H 0.0072 -0.6752 5.7727 0.38
H 1.3883 -3.0024 4.3768 -0.08
H 2.0787 -1.8898 5.4881 0.53
H 1.6583 -1.3244 4.0067 -0.40
H -1.1033 -2.5345 6.8997 0.30
H -0.2614 -3.5898 5.9403 0.30
C 2.9030 5.5369 2.5702 -1.02
O 2.5242 4.1498 2.2757 -0.14
C 2.7894 3.2755 3.3531 -1.31
C 3.1111 1.8719 2.8310 1.79
C 3.3312 0.8647 3.9679 -1.05
N 4.2605 1.8351 1.8757 -0.42
H 2.3708 6.2149 1.8611 0.21
H 3.9265 5.7126 2.5224 0.41
H 2.5604 5.8147 3.5526 0.40
H 3.5259 3.6642 4.0045 0.66
H 1.8370 3.1725 3.9114 0.25
H 2.2658 1.5277 2.2282 -0.74
H 3.1950 -0.1763 3.6149 0.00
H 2.5187 0.9862 4.6914 0.33
H 4.4020 0.9796 4.4875 0.32
H 5.1422 1.7787 2.2982 0.19
H 4.2087 2.4446 1.0766 0.15
C -1.2005 2.0408 2.0425 -0.57
O -1.3135 0.8085 1.4873 -0.20
C -1.0059 0.9379 0.1422 0.70
C -0.7279 -0.5355 -0.3240 1.69
C 0.3583 -1.3050 0.5021 -1.27
N -0.2010 -0.5613 -1.7572 0.11
H -0.1346 2.2392 2.2020 0.06
H -1.6705 2.0043 3.0554 0.26
H -1.6727 2.8849 1.5243 0.26
H -1.8070 1.3576 -0.4311 -0.57
H -0.2035 1.6676 -0.1375 -0.51
H -1.7250 -1.0184 -0.1664 -0.92
H 1.2275 -0.6744 0.6938 -0.01
H 0.5521 -2.1383 -0.1109 1.01
H 0.0260 -1.6867 1.4746 -0.16
H 0.6479 -1.1249 -1.8829 -0.47
H -0.8097 -0.9849 -2.4231 0.54
O -1.2122 1.7717 -3.5218 -0.83
H -0.8840 2.4948 -2.8654 0.30
H -0.9214 0.9391 -2.9892 0.31
```

2S+1: 1
Charge: 0
E_HOMO, eV: -9.0
ΔE to the lowest compared entry with this formula, charge and spin, kcal/mol: 50.7


Max |F|, record by record: 3.53; 3.85 eV Å⁻¹